The following is a DFT calculation (ωB97M-V/def2-TZVPD) of the molecule C5H10S2 at a distorted geometry.

Geometry as ORCA input:
```
! RIJCOSX wB97M-V def2-TZVPD def2/J DEFGRID3
* xyz 0 1
C 0.690 -0.153 -0.375
C -0.702 -0.165 0.280
C 0.143 1.108 0.238
C 1.924 -0.963 0.040
C -1.984 -0.222 -0.452
S 0.988 1.673 1.774
S -0.441 2.399 -0.902
H 0.698 -0.176 -1.461
H -0.670 -0.666 1.251
H 2.021 -1.997 -0.271
H 1.837 -1.140 1.118
H 2.968 -0.586 -0.190
H -1.971 0.623 -1.153
H -2.976 -0.277 0.063
H -1.964 -1.172 -1.112
H 0.085 2.428 2.417
H 0.708 2.808 -1.304
*
```

Summary:
Relative energy (zero: lowest compared OMol25 entry of this formula, charge and spin)   108.8 kJ/mol
Frontier orbital gap   0.351 Eh
SMILES string   C[C@H]1[C@H](C)C1(S)S
Molecular weight   134.3 g mol⁻¹
HOMO   -0.32324 Ha
Calculated total energy   -992.82184 hartree
E_LUMO   0.765 eV

The following is a DFT calculation (ωB97M-V/def2-TZVPD) of the molecule C5H10Si at a distorted geometry.

Geometry as ORCA input:
```
! RIJCOSX wB97M-V def2-TZVPD def2/J DEFGRID3
* xyz 0 1
C 2.430 0.896 1.424
C 1.438 0.486 0.893
C 0.393 -0.270 -1.819
C -1.260 1.419 0.191
C -0.756 -1.675 0.750
Si -0.088 -0.102 -0.002
H 3.317 1.282 1.804
H 1.198 0.419 -2.109
H -0.404 -0.186 -2.499
H 0.791 -1.265 -2.030
H -0.664 2.302 0.030
H -1.586 1.327 1.232
H -2.115 1.448 -0.445
H -1.670 -1.824 0.297
H -0.127 -2.508 0.467
H -0.897 -1.749 1.816
*
```

Summary:
Relative energy (zero: lowest compared OMol25 entry of this formula, charge and spin)   0.0 kJ/mol
Frontier orbital gap   0.401 Eh
SMILES string   C#C[Si](C)(C)C
Molecular weight   98.2 g mol⁻¹
HOMO   -0.36663 Ha
Calculated total energy   -485.96709 hartree
E_LUMO   0.933 eV

The following is a DFT calculation (ωB97M-V/def2-TZVPD) of a cluster of 2 separate species, C5H10Si in total at a distorted geometry.

Geometry as ORCA input:
```
! RIJCOSX wB97M-V def2-TZVPD def2/J DEFGRID3
* xyz 0 1
C -2.836 1.877 0.956
C -1.692 1.663 1.362
C 0.844 -0.013 -2.207
C 2.359 -0.660 0.711
C -0.880 -0.817 -0.006
Si 0.898 -0.328 -0.523
H -3.947 1.989 0.715
H 0.116 -0.706 -2.768
H -0.866 1.474 1.667
H 1.575 0.496 -2.859
H 3.096 -1.034 -0.051
H 3.049 0.168 1.227
H 2.065 -1.372 1.472
H -0.919 -0.910 1.056
H -1.647 -0.064 -0.156
H -1.217 -1.762 -0.597
*
```

Summary:
Relative energy (zero: lowest compared OMol25 entry of this formula, charge and spin)   471.9 kJ/mol
Frontier orbital gap   0.300 Eh
SMILES string   C=[Si](C)C.C#C
Molecular weight   98.2 g mol⁻¹
HOMO   -0.28422 Ha
Calculated total energy   -485.78737 hartree
E_LUMO   0.441 eV

Please write out number 2 again, unchanged.
The following is a DFT calculation (ωB97M-V/def2-TZVPD) of the molecule C5H10Si at a distorted geometry.

Geometry as ORCA input:
```
! RIJCOSX wB97M-V def2-TZVPD def2/J DEFGRID3
* xyz 0 1
C 2.430 0.896 1.424
C 1.438 0.486 0.893
C 0.393 -0.270 -1.819
C -1.260 1.419 0.191
C -0.756 -1.675 0.750
Si -0.088 -0.102 -0.002
H 3.317 1.282 1.804
H 1.198 0.419 -2.109
H -0.404 -0.186 -2.499
H 0.791 -1.265 -2.030
H -0.664 2.302 0.030
H -1.586 1.327 1.232
H -2.115 1.448 -0.445
H -1.670 -1.824 0.297
H -0.127 -2.508 0.467
H -0.897 -1.749 1.816
*
```

Summary:
Relative energy (zero: lowest compared OMol25 entry of this formula, charge and spin)   0.0 kJ/mol
Frontier orbital gap   0.401 Eh
SMILES string   C#C[Si](C)(C)C
Molecular weight   98.2 g mol⁻¹
HOMO   -0.36663 Ha
Calculated total energy   -485.96709 hartree
E_LUMO   0.933 eV